No. 1
# C5H13NO2

A cluster of 3 separate species, C5H13NO2 in total (ωB97M-V/def2-TZVPD, OMol25).

Structure (XYZ):
```
21
Properties=species:S:1:pos:R:3
C 1.1639 3.1709 -1.5176
C 0.4571 2.3674 -2.2867
C -0.4216 1.3282 -1.6350
C -1.7489 1.3110 -1.6928
N 0.3533 0.3717 -0.9303
C -0.1958 -0.3861 0.1796
H 1.3287 3.0543 -0.4523
H 1.8362 3.9374 -1.8948
H 0.3012 2.3451 -3.3580
H -2.4051 0.5531 -1.2995
H -2.2546 2.1781 -2.0951
H 1.0335 -0.1429 -1.4281
H -1.2723 -0.2123 0.2443
H -0.0616 -1.4586 0.0499
H 0.1957 -0.0866 1.1564
O 0.8558 0.6960 5.5975
H 1.4954 0.5293 6.2893
H 0.2432 1.2679 6.0800
O -0.3005 -6.5651 -0.2820
H 0.4131 -7.1438 -0.0759
H -1.0169 -7.1149 -0.6487
```

## Properties
gap between HOMO and LUMO = 8.81 eV
HOMO level = -7.82 eV
calculated total energy = -10978.775 eV

---

No. 2
# C5H13NO2

The molecule C5H13NO2 (ωB97M-V/def2-TZVPD, OMol25).

Structure (XYZ):
```
21
Properties=species:S:1:pos:R:3
C -2.5636 -0.2892 0.4927
C -1.7295 0.4883 -0.5208
C -0.2500 0.6026 -0.1279
C 0.5376 1.3174 -1.2251
O -0.1508 1.3552 1.0778
O 0.2808 -0.7252 0.0568
N 1.4411 -0.6838 0.9598
C 2.4651 -1.4575 0.2651
H -2.5037 0.1591 1.4890
H -3.6149 -0.2935 0.1873
H -2.2329 -1.3303 0.5618
H -2.1636 1.4905 -0.6229
H -1.8197 -0.0171 -1.4900
H 0.5407 0.7367 -2.1535
H 1.5827 1.4594 -0.9274
H 0.1269 2.3130 -1.4235
H 0.7376 1.0892 1.3883
H 1.0894 -1.2398 1.7444
H 2.1124 -2.4684 0.0355
H 2.7614 -0.9641 -0.6657
H 3.3529 -1.5424 0.8985
```

## Properties
gap between HOMO and LUMO = 10.70 eV
HOMO level = -9.75 eV
calculated total energy = -10979.470 eV